(1)
C35H50BrN6O2PPbS2 | ωB97M-V/def2-TZVPD

The geometry in XYZ format:
```
98
Properties=species:S:1:pos:R:3
Pb 3.25 -0.12 0.16
Br 0.68 0.27 4.86
S 5.31 0.10 1.83
S 5.06 -1.58 -1.13
P -1.61 -0.48 -0.22
O 4.83 4.05 0.02
O 3.36 2.11 -0.68
N -3.11 -1.18 0.08
N -1.91 1.07 -0.78
N 1.02 1.87 1.16
N 1.64 2.96 0.76
N -1.04 -1.23 -1.60
N -0.59 -0.59 0.96
C -1.12 -4.16 4.42
C -1.15 -3.30 -2.88
C -4.47 -2.90 -1.06
C 7.21 -2.95 -0.21
C -0.13 -0.61 -2.55
C 0.35 0.50 3.01
C -0.31 -4.04 3.31
C 1.07 1.54 2.45
C 6.28 -1.80 0.06
C 1.96 6.62 -1.50
C -0.25 -2.68 -3.95
C 3.21 7.09 -1.11
C 7.72 -1.15 1.99
C -0.76 -0.37 2.38
C -3.68 3.44 -1.24
C -1.80 -3.04 4.90
C 6.45 -1.02 1.19
C -3.37 -1.98 1.28
C -2.45 3.43 -0.31
C 1.69 5.27 -1.38
C -0.84 -2.68 -1.52
C 4.17 6.23 -0.62
C -4.85 -2.31 1.37
C -2.23 2.04 0.28
C -1.69 -1.83 4.23
C -5.28 -3.22 0.21
C 2.27 2.94 -0.62
C 2.63 4.39 -0.88
C -2.48 1.41 -2.08
C -3.85 2.07 -1.91
C -4.03 -1.44 -1.04
C -0.88 -1.71 3.11
C 3.89 4.87 -0.49
C -0.19 -2.82 2.66
C -0.41 -1.16 -3.95
H -1.42 -0.89 -4.26
H 7.81 -0.31 2.67
H -1.40 2.06 0.98
H 1.20 7.29 -1.88
H -1.55 3.71 -0.85
H 5.15 6.58 -0.33
H -4.34 2.17 -2.88
H -1.00 -4.38 -2.83
H -3.08 -1.41 2.16
H -2.79 -2.91 1.30
H -2.20 -3.11 -3.13
H 0.79 -2.93 -3.72
H -4.57 3.67 -0.66
H 0.22 -4.90 2.93
H -2.59 4.14 0.50
H 0.72 4.88 -1.69
H -3.14 1.74 0.84
H -2.55 0.51 -2.69
H 4.50 3.13 -0.13
H -5.06 -2.79 2.32
H -3.52 -1.18 -1.96
H 1.43 2.62 -1.27
H -1.48 -3.08 -0.74
H -5.41 -1.37 1.34
H -3.56 4.22 -1.99
H 2.22 3.46 1.45
H -1.23 -5.11 4.92
H 8.17 -2.60 -0.61
H 8.59 -1.18 1.34
H -5.12 -4.27 0.48
H 3.43 8.15 -1.19
H -0.23 0.47 -2.51
H -1.69 0.19 2.59
H -3.59 -3.54 -1.12
H -6.35 -3.09 0.01
H -1.82 2.11 -2.61
H 0.92 -0.86 -2.31
H -0.49 -3.09 -4.93
H -5.07 -3.08 -1.95
H 0.44 -2.73 1.77
H -4.92 -0.80 -0.95
H 6.76 -3.60 -0.96
H 7.72 -2.07 2.59
H -2.23 -0.97 4.59
H 1.73 2.11 3.11
H 7.40 -3.53 0.69
H -4.47 1.41 -1.29
H 0.30 -0.71 -4.65
H -2.42 -3.12 5.78
H 0.20 -2.91 -1.25
```

Its net charge is 0. As for the LUMO energy (spin up / spin down): -0.0030 / -0.0847 Ha. The orbital gap (spin up / spin down) comes out at 7.77 / 4.51 eV. The molar mass comes out at 969.0 g mol⁻¹. The relative energy (zero: lowest compared OMol25 entry of this formula, charge and spin) is 12.92 kcal per mole.

The computed Löwdin charges, all in e, follow: Pb 0.981; Br 0.805; S 0.595; S 0.551; P 0.689; O 0.039; O -0.400; N -0.173; N -0.188; N -0.037; N 0.010; N -0.203; N -0.081; C -0.096; C -0.182; C -0.176; C -0.129; C -0.207; C -0.573; C -0.083; C -0.277; C -0.767; C -0.104; C -0.199; C -0.096; C -0.127; C -0.412; C -0.187; C -0.082; C -0.760; C -0.198; C -0.173; C -0.044; C -0.204; C -0.016; C -0.173; C -0.213; C -0.116; C -0.187; C -0.416; C -0.120; C -0.218; C -0.175; C -0.210; C -0.292; C -0.280; C -0.048; C -0.178; H 0.109; H 0.062; H 0.084; H 0.095; H 0.100; H 0.114; H 0.112; H 0.113; H 0.086; H 0.122; H 0.106; H 0.112; H 0.106; H 0.099; H 0.114; H 0.102; H 0.120; H 0.086; H 0.055; H 0.113; H 0.091; H 0.138; H 0.096; H 0.113; H 0.106; H 0.142; H 0.098; H 0.091; H 0.086; H 0.107; H 0.100; H 0.095; H 0.127; H 0.094; H 0.106; H 0.120; H 0.105; H 0.108; H 0.113; H 0.103; H 0.112; H 0.058; H 0.091; H 0.111; H 0.093; H 0.084; H 0.096; H 0.113; H 0.101; H 0.122

(2)
C35H50ClF3N3O3 | ωB97M-V/def2-TZVPD

The geometry in XYZ format:
```
95
Properties=species:S:1:pos:R:3
Cl -1.26 1.62 2.33
F 6.65 4.06 3.59
F 8.13 3.27 1.89
F 8.67 2.82 4.27
O 5.75 -2.84 5.25
O 6.04 -3.09 2.78
O 6.27 1.18 4.47
N 3.45 0.86 3.10
N 2.34 0.99 0.34
N 1.26 0.50 4.12
C -1.72 -1.37 -5.55
C -9.23 0.44 -1.85
C 6.74 1.47 3.11
C -3.55 1.12 -0.49
C -4.11 -0.10 -2.51
C 1.10 3.24 2.36
C -1.66 -1.09 -6.91
C 2.09 0.19 2.87
C 5.24 -3.22 4.04
C 4.40 0.53 1.98
C 5.07 -3.26 0.34
C 3.78 -1.03 -0.23
C -3.20 0.23 -1.50
C 5.48 -4.04 1.76
C -10.87 1.89 -0.83
C -0.17 -1.61 1.92
C -10.15 0.11 -2.85
C -2.23 -3.39 -7.41
C 0.40 1.97 1.61
C 0.39 -0.54 0.82
C -1.91 -2.10 -7.84
C -11.78 1.57 -1.83
C -2.30 -3.66 -6.04
C 7.58 2.92 3.23
C 5.55 1.74 2.01
C -11.42 0.68 -2.85
C 1.39 0.63 1.46
C -5.38 0.47 -2.50
C 3.73 0.43 0.49
C 2.23 4.05 1.42
C -9.59 1.33 -0.84
C -2.04 -2.66 -5.11
C -4.83 1.69 -0.48
C -5.74 1.36 -1.49
C 3.73 -2.34 0.71
H 5.00 -0.44 2.31
H 6.39 -4.77 1.50
H -6.09 0.22 -3.28
H 2.32 -0.98 2.96
H 4.79 -1.06 -0.88
H -2.84 1.38 0.28
H 2.80 -3.04 0.45
H -0.85 -1.16 2.76
H -8.24 -0.01 -1.85
H -1.41 -0.09 -7.25
H -9.86 -0.58 -3.64
H 4.15 -3.67 4.08
H 6.12 1.84 0.96
H -8.88 1.59 -0.06
H 0.45 -0.16 4.21
H 3.77 -2.18 1.86
H 4.41 1.14 -0.20
H -12.13 0.43 -3.63
H 3.15 3.38 1.14
H -2.43 -4.17 -8.13
H -0.49 -0.05 0.17
H 2.56 5.03 1.97
H 0.64 -2.26 2.45
H -5.11 2.38 0.30
H -3.83 -0.79 -3.29
H 1.54 3.03 3.42
H -1.85 -1.89 -8.90
H 2.91 -1.11 -1.04
H 6.50 0.19 4.61
H -6.74 1.80 -1.48
H 0.24 4.05 2.52
H -2.09 -2.88 -4.05
H 1.86 0.27 4.97
H -12.78 2.00 -1.83
H 4.89 -3.99 -0.56
H -0.87 -2.37 1.32
H 3.84 0.39 3.97
H -2.20 -0.22 -1.51
H -11.15 2.59 -0.04
H 3.38 1.88 3.34
H 7.51 0.71 2.68
H 4.59 -4.68 2.18
H 0.22 2.32 0.48
H -1.52 -0.59 -4.82
H -2.55 -4.66 -5.70
H 1.64 4.37 0.45
H 6.02 -2.58 0.09
H 1.01 -1.18 0.02
H 4.98 2.76 2.15
H 1.92 0.83 -0.60
```

Its net charge is +1. As for the LUMO energy: -0.1159 Ha. The orbital gap comes out at 7.33 eV. The molar mass comes out at 653.3 g mol⁻¹.

The computed Löwdin charges, all in e, follow: Cl 0.618; F 0.003; F 0.013; F 0.019; O -0.063; O -0.136; O -0.054; N 0.099; N -0.012; N 0.050; C -0.111; C -0.105; C -0.209; C -0.106; C -0.087; C -0.251; C -0.094; C -0.225; C -0.137; C -0.159; C -0.148; C -0.145; C -0.103; C -0.190; C -0.094; C -0.140; C -0.092; C -0.091; C -0.556; C -0.175; C -0.091; C -0.093; C -0.095; C -0.160; C -0.062; C -0.093; C -0.331; C -0.084; C -0.232; C -0.118; C -0.102; C -0.111; C -0.081; C -0.089; C -0.194; H 0.166; H 0.151; H 0.104; H 0.155; H 0.126; H 0.026; H 0.133; H 0.058; H 0.081; H 0.101; H 0.101; H 0.166; H 0.152; H 0.096; H 0.083; H 0.068; H 0.156; H 0.102; H 0.043; H 0.103; H 0.111; H 0.090; H 0.071; H 0.104; H 0.087; H 0.092; H 0.103; H 0.128; H 0.140; H 0.087; H 0.124; H 0.094; H 0.108; H 0.102; H 0.132; H 0.106; H 0.184; H 0.080; H 0.101; H 0.168; H 0.185; H 0.129; H 0.137; H 0.092; H 0.101; H 0.095; H 0.127; H 0.106; H 0.124; H 0.138

Total energy
In order: -156391.34270; -68377.67601
Unit: eV